one.
H7O3S | ωB97M-V/def2-TZVPD

The LUMO energy is 3.99 eV. The HOMO energy comes out at -3.90 eV. The spin multiplicity is 1. Its HOMO-LUMO gap is 7.9 eV. Its net charge is -1.

Atoms and positions in Å:
S (0.864, 0.062, -0.059)
H (0.774, 1.407, 0.069)
H (-1.531, 0.182, -0.168)
H (-2.054, 0.017, 1.185)
O (-2.385, 0.161, 0.306)
H (0.807, -0.240, -2.379)
H (0.153, -1.137, -3.390)
O (0.972, -0.674, -3.250)
H (0.480, -0.401, 3.027)
H (0.075, 0.690, 2.198)
O (-0.127, 0.319, 3.048)

***

two.
H7O3S | ωB97M-V/def2-TZVPD

The LUMO energy is 3.47 eV. The HOMO energy comes out at -3.37 eV. The spin multiplicity is 1. Its HOMO-LUMO gap is 6.8 eV. Its net charge is -1.

Atoms and positions in Å:
S (-0.226, 2.239, 0.637)
H (-1.511, 2.604, 0.587)
H (1.259, -2.764, -1.486)
H (0.036, -3.628, -1.187)
O (0.822, -3.583, -1.736)
H (-2.650, -0.055, 0.664)
H (-2.441, 0.829, -0.509)
O (-2.943, 0.041, -0.251)
H (3.041, 1.451, 0.498)
H (1.821, 1.414, 1.353)
O (2.793, 1.451, 1.428)

***

The data favor one; the next most stable structure lies 13.3 kcal/mol above it.

***

one.
C7H15NO | ωB97M-V/def2-TZVPD

The LUMO energy is 0.80 eV. The HOMO energy comes out at -7.82 eV. Its SMILES is CN/C(O)=C(/C)C(C)C. The spin multiplicity is 1. Its HOMO-LUMO gap is 8.6 eV.

Atoms and positions in Å:
C (0.493, 1.716, 2.147)
N (1.383, 0.735, 1.532)
C (0.789, -0.480, 1.150)
O (1.096, -1.496, 2.037)
C (0.059, -0.669, 0.046)
C (-0.539, -2.022, -0.252)
C (-0.119, 0.434, -0.970)
C (-1.581, 0.876, -1.096)
C (0.431, -0.010, -2.329)
H (-0.291, 1.990, 1.444)
H (1.075, 2.604, 2.374)
H (0.022, 1.356, 3.068)
H (2.151, 0.526, 2.154)
H (0.775, -2.337, 1.698)
H (0.226, -2.736, -0.568)
H (-1.050, -2.424, 0.625)
H (-1.272, -1.956, -1.050)
H (0.479, 1.284, -0.630)
H (-1.950, 1.258, -0.156)
H (-2.215, 0.052, -1.394)
H (-1.677, 1.655, -1.837)
H (1.425, -0.435, -2.200)
H (-0.211, -0.761, -2.792)
H (0.502, 0.841, -3.002)

***

two.
C7H15NO | ωB97M-V/def2-TZVPD

The LUMO energy is -0.24 eV. The HOMO energy comes out at -9.30 eV. The spin multiplicity is 1. Its HOMO-LUMO gap is 9.1 eV.

Atoms and positions in Å:
C (-1.549, -0.162, -0.250)
C (0.956, -1.329, 0.246)
C (-1.387, 1.144, 0.211)
C (-2.238, -1.219, 0.528)
C (1.142, -1.151, 1.744)
H (-1.347, -0.358, -1.296)
H (0.341, -2.190, 0.004)
H (1.921, -1.437, -0.256)
H (-0.007, 1.485, 0.046)
H (-3.308, -1.164, 0.286)
H (-1.681, 1.904, -0.513)
H (-1.701, 1.352, 1.229)
H (-1.893, -2.213, 0.264)
H (-2.136, -1.066, 1.602)
H (0.187, -1.158, 2.271)
H (1.749, -1.958, 2.159)
H (1.629, -0.199, 1.941)
C (1.789, 1.771, -1.350)
O (1.298, 1.510, -0.080)
C (0.811, 1.498, -2.422)
N (-0.066, 1.261, -3.128)
H (0.719, -0.302, -0.208)
H (2.092, 2.827, -1.459)
H (2.678, 1.153, -1.567)

***

The data favor one; the next most stable structure lies 78.0 kcal/mol above it.

***

one.
C7H15NO | ωB97M-V/def2-TZVPD

The LUMO energy is 0.90 eV. The HOMO energy comes out at -8.45 eV. Its SMILES is C#CN(C)C.CC(C)O. The spin multiplicity is 1. Its HOMO-LUMO gap is 9.4 eV.

Atoms and positions in Å:
C (0.469, -1.340, -1.532)
C (0.809, -0.329, -0.952)
N (1.457, 0.726, -0.345)
C (2.453, 0.320, 0.635)
C (1.952, 1.708, -1.300)
H (0.324, -2.268, -2.008)
H (2.016, -0.397, 1.330)
H (3.348, -0.145, 0.197)
H (2.753, 1.209, 1.197)
H (2.804, 1.353, -1.897)
H (2.249, 2.599, -0.741)
H (1.144, 1.966, -1.983)
C (-1.165, -0.743, 1.662)
C (-1.994, 0.010, 0.625)
C (-2.743, -0.954, -0.290)
O (-1.176, 0.842, -0.193)
H (-0.444, -1.380, 1.159)
H (-1.806, -1.365, 2.278)
H (-0.633, -0.046, 2.310)
H (-2.730, 0.636, 1.156)
H (-3.443, -1.564, 0.277)
H (-3.290, -0.392, -1.043)
H (-2.030, -1.599, -0.794)
H (-0.326, 1.153, 0.249)

***

two.
C7H15NO | ωB97M-V/def2-TZVPD

The LUMO energy (spin up / spin down) is 0.57 / 0.57 eV. The HOMO energy (spin up / spin down) comes out at -6.10 / -6.10 eV. The spin multiplicity is 1. Its HOMO-LUMO gap (spin up / spin down) is 6.7 / 6.7 eV.

Atoms and positions in Å:
C (-0.072, -0.156, -0.657)
C (0.826, -0.099, 0.396)
C (1.297, -1.629, -1.340)
C (-1.346, 2.698, 0.868)
C (1.074, -2.944, -0.643)
C (-1.471, 1.228, 0.587)
N (1.753, 0.843, 0.507)
C (-2.357, 0.466, 1.220)
O (0.080, 0.714, -1.722)
H (-0.651, 1.341, -1.586)
H (-0.883, -0.869, -0.633)
H (0.740, -0.826, 1.190)
H (2.413, 0.853, 1.262)
H (1.799, 1.563, -0.199)
H (0.860, -1.560, -2.332)
H (2.318, -1.259, -1.339)
H (-0.326, 2.949, 1.188)
H (-2.034, 3.059, 1.651)
H (-1.531, 3.297, -0.032)
H (-3.083, 0.851, 1.946)
H (-2.427, -0.610, 1.042)
H (1.376, -3.796, -1.263)
H (0.014, -3.097, -0.406)
H (1.632, -3.017, 0.294)

***

The data favor one; the next most stable structure lies 65.9 kcal/mol above it.

***

one.
C3H2NO3 | ωB97M-V/def2-TZVPD

The LUMO energy (spin up / spin down) is 3.98 / 3.98 eV. The HOMO energy (spin up / spin down) comes out at -3.59 / -3.59 eV. The spin multiplicity is 1. Its HOMO-LUMO gap (spin up / spin down) is 7.6 / 7.6 eV. Its net charge is -1.

Atoms and positions in Å:
C (0.417, 0.709, -0.403)
C (0.139, 1.852, 0.343)
C (-0.487, -0.315, -1.876)
N (-0.704, 2.470, 0.907)
O (-0.138, -1.478, -1.897)
O (-1.230, 0.450, -2.437)
O (-1.128, 3.245, 1.704)
H (1.472, 0.583, -0.675)
H (0.209, -0.054, 0.385)

***

two.
C3H2NO3 | ωB97M-V/def2-TZVPD

The LUMO energy is 3.82 eV. The HOMO energy comes out at -3.16 eV. The spin multiplicity is 1. Its HOMO-LUMO gap is 7.0 eV. Its net charge is -1.

Atoms and positions in Å:
C (1.606, -0.832, -0.443)
C (-2.071, -0.344, -0.146)
C (-1.433, -0.625, 1.023)
N (0.882, -0.798, -1.412)
O (-2.146, -0.414, -1.363)
O (2.471, -0.905, 0.331)
O (-2.742, 0.292, 0.749)
H (-1.853, -1.507, 1.532)
H (-0.056, -0.792, -1.535)

***

three.
C3H2NO3 | ωB97M-V/def2-TZVPD

The LUMO energy is 4.18 eV. The HOMO energy comes out at -4.73 eV. Its SMILES is O=C1COC([O-])=N1. The spin multiplicity is 1. Its HOMO-LUMO gap is 8.9 eV. Its net charge is -1.

Atoms and positions in Å:
O (2.426, 0.175, 0.649)
C (1.281, 0.663, 0.790)
C (-0.066, 0.166, 0.154)
O (-1.015, 0.913, 0.757)
C (-0.390, 1.810, 1.720)
O (-1.089, 2.553, 2.274)
N (0.922, 1.590, 1.729)
H (-0.375, 0.164, -0.862)
H (-0.174, -0.807, 0.633)

***

The data favor three; the next most stable structure lies 69.8 kcal/mol above it.

***

one.
C5H3N | ωB97M-V/def2-TZVPD

The LUMO energy is -1.59 eV. The HOMO energy comes out at -10.28 eV. The spin multiplicity is 1. Its HOMO-LUMO gap is 8.7 eV.

Atoms and positions in Å:
C (0.476, -0.925, -0.152)
C (-0.788, -1.246, -0.278)
C (-1.873, -1.287, 0.313)
C (0.693, 0.584, 0.075)
C (-0.636, 1.200, -0.039)
N (-1.667, 1.690, -0.098)
H (1.472, -1.590, -0.209)
H (0.920, 0.806, 1.097)
H (1.404, 0.768, -0.709)

***

two.
C5H3N | ωB97M-V/def2-TZVPD

The LUMO energy is 0.16 eV. The HOMO energy comes out at -8.15 eV. Its SMILES is c1cc2nc-2c1. The spin multiplicity is 1. Its HOMO-LUMO gap is 8.3 eV.

Atoms and positions in Å:
C (-0.918, 0.341, 0.358)
C (-0.395, 0.578, -0.963)
C (0.879, 0.112, -1.143)
N (1.957, -0.475, -0.688)
C (1.215, -0.719, 0.328)
C (0.081, -0.470, 1.104)
H (-1.882, 0.704, 0.728)
H (-0.807, 1.067, -1.790)
H (-0.129, -1.139, 2.065)

***

The data favor two; the next most stable structure lies 19.9 kcal/mol above it.

***

one.
C5H3N | ωB97M-V/def2-TZVPD

The LUMO energy is 0.74 eV. The HOMO energy comes out at -9.25 eV. The spin multiplicity is 1. Its HOMO-LUMO gap is 10.0 eV.

Atoms and positions in Å:
C (-2.324, -0.219, 0.038)
C (-0.967, 0.061, 0.020)
C (1.336, -1.676, -0.036)
C (0.352, 0.595, -0.106)
C (-1.279, -1.203, -0.058)
N (1.188, -0.530, -0.015)
H (0.508, 0.945, -1.028)
H (0.615, 1.299, 0.696)
H (-1.149, -2.310, -0.210)

***

two.
C5H3N | ωB97M-V/def2-TZVPD

The LUMO energy is -0.34 eV. The HOMO energy comes out at -9.52 eV. The spin multiplicity is 1. Its HOMO-LUMO gap is 9.2 eV.

Atoms and positions in Å:
C (0.296, -0.520, -0.001)
C (0.220, -1.541, 0.656)
C (2.209, -1.892, 1.668)
C (-1.045, 1.441, -0.456)
C (-0.186, 0.502, -0.846)
N (1.097, -2.162, 1.406)
H (-1.370, 2.220, -1.122)
H (-1.453, 1.444, 0.542)
H (0.232, 0.507, -1.847)

***

three.
C5H3N | ωB97M-V/def2-TZVPD

The LUMO energy (spin up / spin down) is -1.10 / -1.04 eV. The HOMO energy (spin up / spin down) comes out at -8.94 / -8.95 eV. Its SMILES is C#CC(=N)C#C. The spin multiplicity is 1. Its HOMO-LUMO gap (spin up / spin down) is 7.8 / 7.9 eV.

Atoms and positions in Å:
C (0.967, 1.290, 0.004)
C (-0.246, 1.178, -0.015)
C (-1.039, -0.049, -0.009)
N (-2.290, -0.104, 0.017)
C (0.019, -1.075, -0.021)
C (1.222, -0.878, -0.002)
H (1.842, 1.886, 0.002)
H (-2.703, -1.032, 0.023)
H (2.226, -1.216, 0.001)

***

four.
C5H3N | ωB97M-V/def2-TZVPD

The LUMO energy is -0.21 eV. The HOMO energy comes out at -8.45 eV. Its SMILES is N=C=C1C2=C[C@H]12. The spin multiplicity is 1. Its HOMO-LUMO gap is 8.2 eV.

Atoms and positions in Å:
N (0.639, 2.020, 1.444)
C (0.439, 0.960, 0.889)
C (0.692, 0.069, -0.010)
C (-0.585, 0.265, -0.818)
C (-0.956, -1.104, -0.742)
C (0.481, -1.255, -0.473)
H (-0.085, 2.359, 2.032)
H (-1.926, -1.595, -1.089)
H (1.302, -1.719, -1.233)

***

The data favor two; the next most stable structure lies 21.1 kcal/mol above it.

***

one.
C5H3N | ωB97M-V/def2-TZVPD

The LUMO energy is 0.29 eV. The HOMO energy comes out at -10.67 eV. The spin multiplicity is 1. Its HOMO-LUMO gap is 11.0 eV.

Atoms and positions in Å:
C (-0.908, -1.728, -0.226)
C (0.109, -1.164, 0.180)
C (-2.252, 1.058, 0.282)
C (1.026, 0.014, 0.466)
C (-0.053, 0.236, -0.450)
N (-1.127, 0.909, 0.001)
H (1.120, 0.496, 1.458)
H (2.003, -0.268, -0.122)
H (0.082, 0.448, -1.590)

***

two.
C5H3N | ωB97M-V/def2-TZVPD

The LUMO energy is 0.10 eV. The HOMO energy comes out at -9.40 eV. The spin multiplicity is 1. Its HOMO-LUMO gap is 9.5 eV.

Atoms and positions in Å:
C (1.438, -1.280, 1.309)
C (1.037, -0.491, 0.490)
C (0.233, 0.051, -0.517)
C (-0.597, 1.118, -0.327)
C (-1.930, 0.030, -0.919)
N (-1.707, 1.234, -1.172)
H (1.858, -1.918, 2.031)
H (0.229, -0.473, -1.462)
H (-0.560, 1.731, 0.567)

***

The data favor two; the next most stable structure lies 33.3 kcal/mol above it.

***

one.
C4H7N3S | ωB97M-V/def2-TZVPD

The LUMO energy (spin up / spin down) is 0.08 / -0.38 eV. The HOMO energy (spin up / spin down) comes out at -8.00 / -7.14 eV. The spin multiplicity is 1. Its HOMO-LUMO gap (spin up / spin down) is 8.1 / 6.8 eV.

Atoms and positions in Å:
C (-0.277, 0.288, -1.715)
C (-0.599, 1.286, -0.661)
C (0.482, -0.658, -1.085)
C (1.436, -0.877, 1.200)
N (0.223, 0.967, 0.470)
N (0.730, -0.193, 0.186)
N (-2.007, 0.984, -0.570)
S (-2.611, -0.058, 0.594)
H (-0.775, 0.147, -2.643)
H (-0.424, 2.366, -0.911)
H (1.145, -1.999, 1.315)
H (2.491, -0.646, 1.228)
H (1.193, -0.516, 2.144)
H (1.005, -1.555, -1.346)
H (-2.011, 0.464, 1.793)

***

two.
C4H7N3S | ωB97M-V/def2-TZVPD

The LUMO energy is 0.61 eV. The HOMO energy comes out at -9.03 eV. Its SMILES is [H]/N=C1/CS/C(=N/C)N1. The spin multiplicity is 1. Its HOMO-LUMO gap is 9.6 eV.

Atoms and positions in Å:
H (-1.948, 2.119, -0.081)
N (-2.442, 1.215, 0.002)
C (-1.575, 0.283, 0.015)
C (-1.973, -1.179, -0.017)
S (-0.467, -2.171, 0.010)
C (0.602, -0.730, 0.005)
N (1.836, -0.862, -0.003)
C (2.605, 0.359, 0.017)
N (-0.167, 0.399, -0.013)
H (-2.631, -1.277, 0.857)
H (-2.675, -1.461, -0.811)
H (2.417, 0.970, 0.913)
H (2.431, 0.894, -0.927)
H (3.678, 0.145, -0.082)
H (0.308, 1.297, 0.114)

***

The data favor two; the next most stable structure lies 102.5 kcal/mol above it.